No. 1
{"formula": "C18H20ClNO2S", "method": "ωB97M-V/def2-TZVPD", "elements": ["C", "C", "C", "C", "C", "C", "C", "S", "C", "C", "N", "C", "O", "C", "O", "C", "C", "C", "C", "Cl", "C", "C", "C", "H", "H", "H", "H", "H", "H", "H", "H", "H", "H", "H", "H", "H", "H", "H", "H", "H", "H", "H", "H"], "coordinates": [[-2.049, -2.873, 1.257], [-2.877, -1.660, 0.979], [-4.059, -1.761, 0.254], [-4.801, -0.634, -0.045], [-4.371, 0.615, 0.369], [-3.195, 0.734, 1.097], [-2.700, 2.075, 1.527], [-1.107, 2.519, 0.737], [-1.573, 2.520, -1.028], [-1.400, 1.162, -1.695], [-0.082, 0.633, -1.441], [0.153, -0.668, -1.230], [-0.675, -1.548, -1.342], [1.599, -0.997, -0.844], [2.368, 0.179, -0.740], [3.674, 0.078, -0.361], [4.342, -1.115, -0.110], [5.676, -1.098, 0.264], [6.344, 0.107, 0.387], [8.010, 0.121, 0.852], [5.688, 1.304, 0.141], [4.361, 1.287, -0.231], [-2.460, -0.406, 1.397], [-1.446, -2.741, 2.153], [-1.381, -3.033, 0.410], [-2.673, -3.757, 1.371], [-4.394, -2.731, -0.083], [-5.718, -0.725, -0.610], [-4.951, 1.495, 0.131], [-3.412, 2.868, 1.293], [-2.474, 2.097, 2.593], [-0.915, 3.255, -1.493], [-2.603, 2.862, -1.108], [-2.123, 0.433, -1.317], [-1.561, 1.275, -2.776], [0.672, 1.285, -1.279], [2.003, -1.671, -1.611], [1.569, -1.539, 0.110], [3.842, -2.065, -0.201], [6.192, -2.025, 0.458], [6.215, 2.240, 0.240], [3.831, 2.206, -0.424], [-1.537, -0.303, 1.951]], "nbo_charge": [-0.642, 0.027, -0.211, -0.197, -0.272, 0.055, -0.552, 0.176, -0.537, -0.241, -0.604, 0.665, -0.637, -0.158, -0.529, 0.383, -0.317, -0.195, -0.070, 0.003, -0.206, -0.266, -0.255, 0.209, 0.250, 0.213, 0.209, 0.212, 0.207, 0.218, 0.237, 0.221, 0.230, 0.241, 0.195, 0.414, 0.202, 0.202, 0.226, 0.228, 0.230, 0.225, 0.210], "lumo_ev": 0.58, "charge": 0, "smiles": "Cc1cccc(CSCCNC(=O)COc2ccc(Cl)cc2)c1", "total_energy_ev": -47934.131}

***

No. 2
{"formula": "C23H32N4O7", "method": "ωB97M-V/def2-TZVPD", "elements": ["O", "C", "O", "C", "C", "N", "C", "O", "C", "C", "C", "N", "C", "C", "C", "C", "C", "C", "C", "O", "O", "H", "H", "H", "H", "H", "H", "H", "H", "H", "H", "H", "H", "H", "H", "C", "C", "C", "C", "C", "N", "C", "C", "O", "C", "O", "N", "C", "H", "H", "H", "H", "H", "H", "H", "H", "H", "H", "H", "H", "H", "H", "H", "H", "H", "H"], "coordinates": [[1.995, -4.738, 4.505], [2.979, -4.025, 4.440], [4.242, -4.501, 4.428], [2.765, -2.523, 4.341], [3.053, -1.983, 2.927], [2.543, -0.607, 2.830], [3.061, 0.497, 3.473], [4.020, 0.368, 4.221], [2.395, 1.857, 3.291], [2.438, 2.289, 1.847], [1.376, 2.575, 1.023], [1.890, 2.931, -0.222], [3.276, 2.894, -0.199], [4.241, 3.180, -1.169], [5.598, 3.069, -0.837], [5.979, 2.674, 0.455], [5.005, 2.387, 1.420], [3.653, 2.500, 1.079], [2.391, -2.863, 1.843], [1.261, -2.582, 1.471], [3.099, -3.897, 1.333], [4.147, -5.465, 4.473], [1.729, -2.301, 4.614], [3.415, -2.031, 5.068], [4.134, -1.997, 2.746], [1.778, -0.440, 2.177], [2.914, 2.596, 3.907], [1.361, 1.797, 3.638], [0.326, 2.543, 1.300], [1.336, 3.215, -1.028], [3.945, 3.488, -2.167], [6.359, 3.292, -1.579], [7.031, 2.590, 0.711], [5.297, 2.086, 2.421], [2.503, -4.322, 0.697], [-1.112, -0.203, 0.565], [-2.461, -0.448, -0.122], [-2.644, 0.271, -1.483], [-2.501, 1.796, -1.309], [-4.013, -0.126, -2.099], [-4.026, -1.576, -2.380], [-5.096, -2.340, -2.605], [-6.488, -1.749, -2.500], [-4.952, -3.515, -2.897], [-4.359, 0.699, -3.356], [-4.967, 1.758, -3.241], [-4.027, 0.193, -4.552], [-4.317, 0.839, -5.830], [-0.295, -0.370, -0.137], [-1.007, -0.895, 1.402], [-1.067, 0.812, 0.956], [-3.256, -0.140, 0.559], [-2.548, -1.524, -0.267], [-1.854, -0.062, -2.159], [-2.583, 2.303, -2.271], [-3.281, 2.172, -0.645], [-1.524, 2.047, -0.901], [-4.783, 0.100, -1.361], [-3.145, -2.065, -2.401], [-6.641, -1.359, -1.496], [-6.614, -0.954, -3.232], [-7.219, -2.533, -2.693], [-3.572, -0.706, -4.566], [-3.667, 1.705, -5.962], [-4.160, 0.139, -6.652], [-5.355, 1.178, -5.845]], "nbo_charge": [-0.596, 0.782, -0.669, -0.507, -0.129, -0.630, 0.692, -0.633, -0.512, -0.105, -0.025, -0.536, 0.116, -0.239, -0.213, -0.223, -0.217, -0.042, 0.792, -0.605, -0.661, 0.500, 0.248, 0.262, 0.239, 0.423, 0.248, 0.233, 0.218, 0.413, 0.212, 0.216, 0.214, 0.230, 0.505, -0.608, -0.394, -0.203, -0.609, -0.127, -0.630, 0.678, -0.717, -0.628, 0.661, -0.637, -0.614, -0.412, 0.207, 0.229, 0.191, 0.199, 0.206, 0.193, 0.224, 0.216, 0.203, 0.227, 0.407, 0.226, 0.232, 0.248, 0.404, 0.202, 0.209, 0.218], "lumo_ev": 0.36, "charge": 0, "smiles": "O=C(O)C[C@H](NC(=O)Cc1c[nH]c2ccccc12)C(=O)O.CC[C@H](C)[C@H](NC(C)=O)C(=O)NC", "total_energy_ev": -44665.994}

***

No. 3
{"formula": "H20O10", "method": "ωB97M-V/def2-TZVPD", "elements": ["O", "H", "H", "O", "H", "H", "O", "H", "H", "O", "H", "H", "O", "H", "H", "O", "H", "H", "O", "H", "H", "O", "H", "H", "O", "H", "H", "O", "H", "H"], "coordinates": [[-7.464, 6.339, -5.991], [-8.185, 6.455, -6.632], [-6.849, 5.676, -6.306], [-9.465, 3.801, -6.579], [-10.191, 4.456, -6.649], [-9.856, 2.945, -6.519], [-9.232, 5.581, -10.190], [-9.967, 6.020, -10.627], [-8.562, 5.821, -10.821], [-8.495, 9.773, -8.630], [-8.765, 10.552, -8.119], [-8.785, 9.025, -8.078], [-11.474, 9.388, -6.456], [-12.313, 9.798, -6.296], [-11.599, 9.179, -7.378], [-10.043, 2.995, -9.860], [-9.595, 3.878, -9.847], [-10.602, 3.058, -9.097], [-9.139, 7.156, -7.961], [-9.096, 6.549, -8.750], [-9.966, 6.946, -7.571], [-11.231, 6.121, -6.586], [-12.139, 6.341, -6.824], [-11.146, 6.483, -5.666], [-6.278, 6.398, -9.267], [-6.711, 5.771, -8.697], [-5.364, 6.108, -9.186], [-6.478, 9.014, -6.396], [-6.863, 8.163, -6.388], [-6.118, 9.174, -5.530]], "nbo_charge": [-0.982, 0.495, 0.469, -0.961, 0.486, 0.467, -0.940, 0.489, 0.504, -0.959, 0.459, 0.488, -0.928, 0.464, 0.465, -0.960, 0.486, 0.454, -0.999, 0.501, 0.485, -0.969, 0.490, 0.509, -0.928, 0.459, 0.469, -0.957, 0.487, 0.457], "lumo_ev": -0.29, "charge": 0, "smiles": "O.O.O.O.O.O.O.O.O.O", "total_energy_ev": -20799.694}

***

Orbital gap? In order: 9.2, 8.5, 9.7 eV.
ΔE to the lowest compared entry with this formula, charge and spin? In order: 1.3, 0.0, 67.3 kcal per mole.
HOMO energy? In order: -8.59, -8.15, -9.95 eV.